No. 1
The following is a quantum chemistry calculation of a cluster of 7 separate species, C18H55N8O7 in total at a distorted geometry, from OMol25.

* Kohn-Sham gap: 9.0 eV
* net charge: +1
* energy: -1683.3291 Eh

Positions of all 88 atoms, in Å:
O 0.59743 0.32089 0.63731
H -0.36735 0.54996 0.36960
H 0.84889 0.85151 1.46912
H 0.61504 -0.66155 0.77427
C 4.21860 0.26377 -0.19242
O 3.23212 0.39549 -0.88420
N 4.49472 1.08307 0.88195
N 5.15187 -0.73424 -0.39640
H 5.35738 1.04848 1.39144
H 3.87291 1.86683 0.94393
H 5.96821 -0.70658 0.18571
H 4.98425 -1.39952 -1.12470
C 1.73776 3.61155 -0.65917
O 1.09738 2.68520 -1.09249
N 1.28826 4.45992 0.34090
N 2.95001 4.00499 -1.18363
H 1.85843 5.17556 0.75210
H 0.39422 4.24155 0.73606
H 3.24482 3.62317 -2.06231
H 3.55117 4.63339 -0.68409
C -0.63763 0.81683 -3.32127
C -0.73412 0.08635 -4.63686
C -1.18413 1.01414 -5.75202
O -1.36408 0.39835 -6.99627
C -2.54992 -0.37862 -7.09953
N 0.59900 -0.55764 -4.94757
H -0.17146 0.22072 -2.53708
H -1.62248 1.14488 -2.96874
H -0.02535 1.71844 -3.39094
H -1.42982 -0.75974 -4.66043
H -0.46990 1.83635 -5.88967
H -2.07851 1.57099 -5.42000
H -3.40821 0.10877 -6.62758
H -2.39939 -1.38053 -6.68992
H -2.74725 -0.43925 -8.16869
H 0.96050 -0.05850 -5.75946
H 0.36470 -1.46212 -5.34742
C -3.14919 -1.68329 0.20589
C -2.80357 -0.48565 -0.65959
C -4.00355 0.22018 -1.25828
O -4.82121 -0.62497 -2.02732
C -4.25386 -1.01729 -3.24321
N -2.01653 0.46572 0.21217
H -3.85752 -2.36672 -0.25954
H -3.65157 -1.29256 1.10260
H -2.29666 -2.25751 0.57105
H -2.11282 -0.77340 -1.45534
H -3.68138 1.10546 -1.82589
H -4.66198 0.58977 -0.46359
H -3.35830 -1.65864 -3.15237
H -3.95224 -0.18097 -3.88350
H -4.93567 -1.68911 -3.76473
H -2.28553 0.21469 1.16148
H -2.39931 1.39931 0.06916
C 1.26684 2.44546 5.17201
C 0.76941 1.44806 4.13285
C -0.73929 1.36520 4.20452
O -1.23073 0.86877 5.47537
C -0.52844 -0.20082 6.05179
N 1.16140 1.81851 2.76397
H 2.35931 2.43489 5.25083
H 0.91340 2.26034 6.18447
H 0.98031 3.47053 4.91462
H 1.20089 0.48096 4.38346
H -1.16007 0.59479 3.54327
H -1.25282 2.31888 4.09746
H -1.15827 -0.69445 6.79021
H 0.37305 0.11567 6.58953
H -0.24719 -0.95121 5.30174
H 2.12065 2.15412 2.71929
H 0.64028 2.67429 2.56645
C 2.21547 -4.32488 0.85295
C 1.16440 -3.21471 1.02416
C 1.33927 -2.51757 2.34412
O 0.19860 -1.73921 2.70105
C -0.82811 -2.45227 3.35723
N 1.25207 -2.24228 -0.09633
H 2.04746 -4.97200 -0.00838
H 2.08414 -5.04762 1.67087
H 3.22931 -3.92616 0.86883
H 0.20652 -3.72660 0.90518
H 2.13768 -1.76746 2.29501
H 1.61782 -3.19988 3.15415
H -1.16671 -3.35711 2.83751
H -1.65929 -1.76578 3.49272
H -0.47064 -2.82012 4.32895
H 0.98299 -2.71613 -0.95101
H 2.22317 -1.97209 -0.23744

=====

No. 2
The following is a quantum chemistry calculation of a structure of composition C16H53AsF6N11O9Rb at a distorted geometry, from OMol25.

* Kohn-Sham gap (spin up / spin down): 7.4 / 2.1 eV
* net charge: +1
* 2S+1: 2
* energy: -4779.7800 Eh

Positions of all 97 atoms, in Å:
Rb -0.61902 -1.11220 -5.63320
As -0.09823 -0.58043 -1.15697
F -1.80715 -1.17726 -1.43728
F -0.43437 -0.19967 0.52943
F 1.64077 -0.05802 -0.80414
F 0.30270 -0.97620 -2.92106
F -0.68389 1.04711 -1.67374
F 0.41960 -2.25183 -0.64479
C 3.79625 2.05782 -4.42869
O 4.82291 1.35716 -4.21354
N 2.76358 1.94684 -3.65216
N 3.67987 3.07202 -5.20334
H 1.94546 2.53439 -3.72675
H 2.95101 1.13989 -3.07440
H 4.51298 3.44829 -5.63282
H 2.78399 3.52572 -5.09539
C 1.77752 -4.94241 1.95848
O 2.56489 -5.25508 1.01949
N 1.62495 -5.67058 3.07081
N 1.00733 -3.91019 1.97874
H 2.19163 -6.50389 3.13832
H 1.05906 -5.32768 3.83390
H 0.21188 -4.06126 2.58252
H 0.90909 -3.41046 1.10655
C -2.93977 4.58246 -1.67632
O -3.52417 4.27965 -2.73508
N -1.84036 3.97655 -1.15297
N -3.33965 5.51343 -0.84232
H -1.49102 3.12310 -1.56489
H -1.54042 4.16271 -0.20667
H -2.75890 5.63754 -0.02537
H -4.13027 6.13347 -0.94515
C 0.58912 -5.49431 -2.84409
O 0.71114 -4.77395 -3.82891
N 0.98380 -5.32013 -1.61037
N 0.05844 -6.63798 -2.91510
H 1.37192 -4.40421 -1.43553
H 0.59636 -5.91239 -0.88981
H -0.02318 -7.21637 -2.09115
H -0.46487 -6.93340 -3.72687
C 4.58599 -1.91750 5.19473
C 5.29968 -1.48843 3.96438
C 4.45044 -1.60515 2.69036
O 5.17647 -1.68916 1.43960
C 4.35750 -1.51397 0.31583
N 5.69307 -0.11660 4.13736
H 3.76579 -1.21384 5.33698
H 5.26534 -1.90839 6.04708
H 4.26969 -2.95885 5.13434
H 6.19649 -2.10031 3.86726
H 3.72367 -0.79314 2.66704
H 3.81117 -2.48651 2.63887
H 3.59476 -2.29198 0.28389
H 4.98854 -1.38497 -0.56352
H 3.79641 -0.59394 0.47959
H 6.27974 0.07724 3.33840
H 6.30387 0.05526 4.92316
C -8.06173 2.30737 -1.20585
C -6.59461 2.45796 -0.72487
C -5.47015 1.62759 -1.37753
O -5.81799 0.20249 -1.37169
C -4.66738 -0.55703 -1.79319
N -6.25363 3.87131 -0.73658
H -8.42861 1.28519 -1.11294
H -8.19417 2.64283 -2.23446
H -8.70956 2.88848 -0.54956
H -6.56814 2.04022 0.28156
H -4.50021 1.84230 -0.92897
H -5.45067 1.90607 -2.43118
H -4.80052 -1.60113 -1.50995
H -3.80401 -0.25185 -1.20195
H -4.31669 -0.35304 -2.80488
H -5.67020 4.16680 0.03308
H -5.72157 3.99628 -1.58593
C 0.71894 0.92980 2.98436
C 0.51515 2.28974 2.40096
C 1.42137 2.74623 1.20088
O 2.72711 3.31416 1.56317
C 2.64971 4.62769 1.90336
N -0.84532 2.33973 1.75436
H 0.57881 0.11385 2.27535
H 0.15954 0.64453 3.87531
H 1.76414 0.99857 3.28591
H 0.33737 3.00919 3.20027
H 0.86370 3.28656 0.43592
H 1.66563 1.85652 0.62048
H 2.02405 4.83636 2.77118
H 2.18837 5.22759 1.11890
H 3.61419 5.07134 2.15044
H -0.84755 1.54297 1.13366
H -1.47215 2.18124 2.53030
O -3.56444 -1.67096 1.27910
H -4.27251 -1.24481 1.76209
H -3.20879 -0.98237 0.71733
O -2.02354 -3.64343 -3.90446
H -1.25290 -4.18517 -4.07434
H -1.85023 -3.23951 -3.05414

=====

No. 3
The following is a quantum chemistry calculation of a cluster of 2 separate species, C14H16O in total at a distorted geometry, from OMol25.

* Kohn-Sham gap: 9.1 eV
* energy: -618.2719 Eh
* SMILES string: Cc1ccc(O)cc1.Cc1ccccc1

Positions of all 31 atoms, in Å:
C 2.62091 -2.87480 0.30531
C 2.00279 -1.54172 0.60262
C 1.08500 -1.39808 1.61906
C 0.48882 -0.14878 1.84041
C 0.99014 0.91829 1.12649
O 0.78664 2.28474 1.34108
C 1.72956 0.71579 -0.03144
C 2.17219 -0.55310 -0.39794
H 3.31387 -3.23423 1.07539
H 2.97101 -3.12353 -0.69891
H 1.87330 -3.69659 0.34140
H 0.76824 -2.33366 2.06210
H -0.23564 -0.08829 2.64447
H 0.63312 2.41878 2.30837
H 2.01652 1.57170 -0.62414
H 2.68387 -0.77620 -1.32046
C -1.19159 2.91788 -1.11911
C -1.50164 1.44836 -0.97461
C -2.44928 1.15973 0.00846
C -2.87204 -0.14785 0.19405
C -2.18005 -1.18329 -0.39775
C -1.34176 -0.90743 -1.46834
C -1.10950 0.42125 -1.83118
H -1.36382 3.28092 -2.13911
H -0.13374 3.17095 -0.97275
H -1.73498 3.51915 -0.39819
H -2.83774 1.87056 0.72151
H -3.64711 -0.38486 0.91764
H -2.24794 -2.20167 -0.02778
H -0.86709 -1.68627 -2.05151
H -0.42207 0.58226 -2.65514

=====

Q: Among the records above, which one has the lowest energy?
A: C16H53AsF6N11O9Rb

=====

Q: Look up the energy of the second one.
A: -4779.7800 Eh

=====

Q: The lowest energy belongs to which entry?
A: C16H53AsF6N11O9Rb

=====

Q: energy of number 1 (C18H55N8O7)?
A: -1683.3291 Eh